No. 1
{"formula": "C42H100F6K2NO24S2", "method": "ωB97M-V with the def2-TZVPD basis set", "orbital_gap_ev": 8.177, "homo_ev": -10.8, "lumo_ev": -2.58, "charge": 1, "symbols": ["K", "K", "C", "F", "F", "F", "S", "O", "O", "N", "S", "O", "O", "C", "F", "F", "F", "C", "O", "C", "C", "O", "C", "H", "H", "H", "H", "H", "H", "H", "H", "H", "H", "C", "O", "C", "C", "O", "C", "H", "H", "H", "H", "H", "H", "H", "H", "H", "H", "C", "O", "C", "C", "O", "C", "H", "H", "H", "H", "H", "H", "H", "H", "H", "H", "C", "O", "C", "C", "O", "C", "H", "H", "H", "H", "H", "H", "H", "H", "H", "H", "C", "O", "C", "C", "O", "C", "H", "H", "H", "H", "H", "H", "H", "H", "H", "H", "C", "O", "C", "C", "O", "C", "H", "H", "H", "H", "H", "H", "H", "H", "H", "H", "C", "O", "C", "C", "O", "C", "H", "H", "H", "H", "H", "H", "H", "H", "H", "H", "C", "O", "C", "C", "O", "C", "H", "H", "H", "H", "H", "H", "H", "H", "H", "H", "C", "O", "C", "C", "O", "C", "H", "H", "H", "H", "H", "H", "H", "H", "H", "H", "C", "O", "C", "C", "O", "C", "H", "H", "H", "H", "H", "H", "H", "H", "H", "H"], "positions_angstrom": [[0.832, -2.121, 1.169], [-3.641, 4.005, 3.310], [0.026, 0.876, -1.452], [-0.989, 0.491, -2.233], [0.835, -0.147, -1.182], [0.712, 1.723, -2.208], [-0.673, 1.540, 0.192], [0.438, 2.122, 0.911], [-1.706, 2.450, -0.180], [-1.092, 0.022, 0.866], [-2.560, 0.261, 1.324], [-2.804, 1.401, 2.213], [-3.577, 0.199, 0.292], [-2.885, -1.281, 2.402], [-4.126, -1.221, 2.848], [-2.719, -2.369, 1.659], [-2.058, -1.331, 3.439], [7.338, -0.250, -0.916], [6.450, 0.827, -1.065], [5.258, 0.498, -1.708], [4.355, 1.668, -2.141], [5.028, 2.575, -2.952], [4.900, 2.341, -4.341], [8.218, 0.033, -0.347], [7.598, -0.542, -1.945], [6.890, -1.138, -0.455], [4.674, -0.286, -1.205], [5.590, 0.017, -2.649], [4.153, 2.181, -1.193], [3.447, 1.237, -2.571], [5.293, 3.149, -4.954], [3.847, 2.197, -4.597], [5.481, 1.461, -4.632], [2.268, -5.965, 0.950], [1.222, -5.207, 0.396], [1.220, -5.206, -1.015], [-0.075, -4.637, -1.536], [-0.276, -3.361, -0.941], [-1.304, -2.694, -1.674], [2.239, -5.863, 2.036], [3.251, -5.848, 0.488], [2.051, -7.045, 0.898], [1.299, -6.223, -1.423], [2.104, -4.594, -1.250], [-0.910, -5.295, -1.276], [0.001, -4.628, -2.628], [-1.712, -1.842, -1.123], [-2.148, -3.278, -2.035], [-0.809, -2.190, -2.515], [2.403, 3.487, 3.732], [3.719, 3.700, 3.219], [3.704, 4.125, 1.856], [5.052, 4.770, 1.538], [5.366, 5.923, 2.256], [4.743, 7.120, 1.844], [1.676, 3.083, 3.028], [2.068, 4.303, 4.377], [2.635, 2.695, 4.457], [2.862, 4.754, 1.561], [3.695, 3.251, 1.192], [5.026, 5.082, 0.482], [5.806, 3.992, 1.655], [5.099, 7.344, 0.834], [4.998, 7.924, 2.527], [3.656, 6.997, 1.830], [-4.009, 5.472, 6.381], [-3.657, 4.171, 5.945], [-3.905, 3.028, 6.744], [-3.677, 1.761, 5.978], [-4.569, 1.714, 4.894], [-5.741, 0.937, 5.044], [-5.004, 5.521, 6.831], [-3.990, 6.097, 5.489], [-3.255, 5.808, 7.094], [-4.977, 3.072, 6.985], [-3.381, 3.033, 7.706], [-3.703, 0.961, 6.726], [-2.675, 1.717, 5.538], [-6.545, 1.366, 4.445], [-6.188, 0.983, 6.044], [-5.575, -0.100, 4.759], [0.754, 0.067, 3.908], [1.863, -0.721, 3.539], [2.764, 0.067, 2.767], [3.937, -0.798, 2.256], [3.539, -1.834, 1.352], [4.582, -2.729, 1.049], [1.038, 0.891, 4.568], [-0.003, -0.495, 4.459], [0.181, 0.496, 3.081], [3.239, 0.814, 3.404], [2.319, 0.472, 1.851], [4.391, -1.209, 3.163], [4.627, -0.069, 1.823], [5.262, -2.964, 1.875], [5.271, -2.270, 0.331], [4.212, -3.663, 0.633], [-0.451, 5.943, -4.960], [-0.276, 4.738, -4.253], [0.110, 4.793, -2.898], [1.596, 4.858, -2.685], [2.160, 6.143, -2.937], [3.523, 6.288, -2.586], [-1.423, 6.410, -4.783], [-0.321, 5.698, -6.015], [0.339, 6.678, -4.773], [-0.352, 3.921, -2.437], [-0.372, 5.659, -2.424], [2.194, 4.112, -3.216], [1.768, 4.758, -1.600], [3.754, 5.513, -1.851], [3.665, 7.317, -2.257], [4.177, 6.201, -3.459], [-7.851, -4.954, -0.426], [-6.669, -4.493, -1.026], [-5.956, -5.481, -1.745], [-4.494, -5.083, -1.815], [-3.880, -4.669, -0.615], [-3.895, -5.690, 0.386], [-8.539, -4.110, -0.353], [-7.650, -5.243, 0.617], [-8.338, -5.810, -0.899], [-6.316, -5.432, -2.780], [-6.107, -6.507, -1.401], [-4.389, -4.219, -2.483], [-3.829, -5.787, -2.338], [-3.321, -6.568, 0.078], [-4.940, -5.930, 0.588], [-3.437, -5.237, 1.262], [-1.149, -3.543, -4.147], [-0.338, -2.696, -4.932], [-1.142, -1.677, -5.483], [-0.308, -0.855, -6.444], [0.661, -0.061, -5.778], [0.104, 1.072, -5.148], [-1.571, -4.359, -4.751], [-1.980, -3.079, -3.614], [-0.543, -4.106, -3.432], [-1.715, -1.014, -4.824], [-1.947, -2.111, -6.100], [-0.854, -0.297, -7.210], [0.213, -1.582, -7.073], [-0.520, 1.604, -5.886], [0.843, 1.818, -4.867], [-0.610, 0.782, -4.372], [-0.787, -4.491, 4.663], [0.474, -4.332, 4.021], [1.511, -3.861, 4.834], [2.324, -4.989, 5.437], [3.148, -5.585, 4.461], [4.382, -4.948, 4.253], [-1.043, -3.512, 5.091], [-0.680, -5.169, 5.511], [-1.553, -4.728, 3.934], [1.120, -3.387, 5.758], [2.088, -3.022, 4.444], [1.650, -5.720, 5.891], [2.904, -4.615, 6.293], [4.938, -5.483, 3.487], [4.983, -4.924, 5.168], [4.283, -3.904, 3.935], [-4.241, -0.821, -3.470], [-3.795, 0.365, -4.057], [-3.838, 1.445, -3.123], [-3.288, 2.731, -3.726], [-3.973, 3.037, -4.922], [-3.569, 4.316, -5.419], [-5.320, -0.906, -3.291], [-3.820, -1.042, -2.478], [-3.948, -1.661, -4.101], [-3.289, 1.183, -2.213], [-4.903, 1.502, -2.872], [-2.220, 2.561, -3.917], [-3.336, 3.569, -3.024], [-2.579, 4.200, -5.864], [-3.469, 5.005, -4.575], [-4.367, 4.622, -6.088]], "lowdin_charge": [0.802, 0.941, -0.630, 0.122, 0.120, 0.148, 0.642, -0.295, -0.274, -0.320, 0.555, -0.380, -0.280, -0.663, 0.162, 0.147, 0.132, -0.099, -0.173, -0.223, -0.210, -0.176, -0.087, 0.093, 0.096, 0.064, 0.117, 0.122, 0.117, 0.118, 0.090, 0.081, 0.087, -0.104, -0.206, -0.185, -0.183, -0.221, -0.116, 0.081, 0.087, 0.097, 0.140, 0.138, 0.148, 0.084, 0.080, 0.074, 0.087, -0.106, -0.169, -0.205, -0.210, -0.179, -0.092, 0.069, 0.089, 0.072, 0.118, 0.110, 0.115, 0.132, 0.087, 0.089, 0.082, -0.076, -0.313, -0.193, -0.208, -0.239, -0.076, 0.101, 0.081, 0.101, 0.136, 0.140, 0.142, 0.134, 0.095, 0.095, 0.086, -0.109, -0.210, -0.188, -0.168, -0.253, -0.088, 0.090, 0.085, 0.063, 0.126, 0.120, 0.131, 0.136, 0.091, 0.067, 0.082, -0.108, -0.199, -0.195, -0.192, -0.202, -0.089, 0.081, 0.092, 0.085, 0.102, 0.137, 0.126, 0.123, 0.071, 0.086, 0.088, -0.115, -0.172, -0.214, -0.219, -0.203, -0.071, 0.088, 0.085, 0.089, 0.130, 0.123, 0.116, 0.129, 0.093, 0.082, 0.080, -0.149, -0.116, -0.217, -0.192, -0.166, -0.107, 0.113, 0.053, 0.030, 0.104, 0.135, 0.129, 0.128, 0.096, 0.081, 0.055, -0.072, -0.188, -0.224, -0.195, -0.178, -0.105, 0.080, 0.090, 0.088, 0.129, 0.110, 0.129, 0.130, 0.092, 0.092, 0.069, -0.130, -0.170, -0.181, -0.207, -0.169, -0.083, 0.096, 0.080, 0.076, 0.089, 0.133, 0.110, 0.125, 0.081, 0.077, 0.092]}

No. 2
{"formula": "C42H103N5O7", "method": "ωB97M-V with the def2-TZVPD basis set", "orbital_gap_ev": 8.594, "homo_ev": -16.6, "lumo_ev": -7.99, "charge": 4, "symbols": ["C", "C", "N", "C", "C", "C", "C", "C", "O", "C", "H", "H", "H", "H", "H", "H", "H", "H", "H", "H", "H", "H", "H", "H", "H", "H", "H", "H", "H", "H", "C", "C", "N", "C", "C", "C", "C", "C", "O", "C", "H", "H", "H", "H", "H", "H", "H", "H", "H", "H", "H", "H", "H", "H", "H", "H", "H", "H", "H", "H", "C", "C", "N", "C", "C", "C", "C", "C", "O", "C", "H", "H", "H", "H", "H", "H", "H", "H", "H", "H", "H", "H", "H", "H", "H", "H", "H", "H", "H", "H", "C", "C", "N", "C", "C", "C", "C", "C", "O", "C", "H", "H", "H", "H", "H", "H", "H", "H", "H", "H", "H", "H", "H", "H", "H", "H", "H", "H", "H", "H", "C", "C", "N", "C", "C", "C", "C", "C", "O", "C", "H", "H", "H", "H", "H", "H", "H", "H", "H", "H", "H", "H", "H", "H", "H", "H", "H", "H", "H", "H", "C", "C", "O", "O", "H", "H", "H"], "positions_angstrom": [[1.132, 2.201, -3.183], [1.067, 1.217, -4.437], [-0.170, 0.190, -4.363], [-0.026, -0.896, -3.198], [-1.587, 0.828, -4.087], [-1.903, 2.028, -5.038], [-0.280, -0.630, -5.698], [1.107, -1.185, -6.193], [1.910, -1.904, -5.260], [3.180, -2.441, -5.691], [0.154, 2.576, -2.878], [1.736, 3.059, -3.481], [1.587, 1.714, -2.319], [1.989, 0.645, -4.504], [0.950, 1.824, -5.328], [0.971, -1.328, -3.260], [-0.691, -1.748, -3.358], [-0.119, -0.388, -2.245], [-1.470, 1.150, -3.046], [-2.294, -0.003, -3.980], [-1.061, 2.715, -5.131], [-2.726, 2.580, -4.592], [-2.189, 1.776, -6.056], [-0.662, 0.077, -6.432], [-1.050, -1.373, -5.493], [1.721, -0.384, -6.634], [0.936, -1.828, -7.066], [2.994, -3.080, -6.558], [3.600, -3.054, -4.899], [3.895, -1.662, -5.961], [-4.461, 1.974, 2.717], [-5.838, 1.668, 2.170], [-6.136, 2.161, 0.688], [-7.548, 1.658, 0.350], [-6.310, 3.740, 0.530], [-6.902, 4.515, 1.722], [-5.116, 1.601, -0.344], [-4.852, 0.072, -0.352], [-6.081, -0.549, -0.600], [-6.117, -1.916, -0.234], [-4.172, 3.011, 2.558], [-3.756, 1.314, 2.213], [-4.522, 1.788, 3.790], [-6.607, 2.088, 2.819], [-6.053, 0.600, 2.153], [-8.187, 2.223, 1.024], [-7.739, 0.616, 0.567], [-7.737, 1.861, -0.698], [-6.914, 3.888, -0.366], [-5.318, 4.122, 0.298], [-6.366, 4.250, 2.633], [-7.963, 4.392, 1.947], [-6.761, 5.591, 1.617], [-4.215, 2.054, 0.088], [-5.132, 1.971, -1.370], [-4.410, -0.175, 0.626], [-4.148, -0.195, -1.154], [-6.050, -2.037, 0.857], [-5.296, -2.422, -0.746], [-7.080, -2.331, -0.518], [-1.772, 4.137, 2.169], [-0.228, 4.352, 2.314], [0.505, 5.004, 1.109], [0.466, 4.118, -0.111], [-0.175, 6.366, 0.745], [-0.039, 7.559, 1.767], [1.952, 5.307, 1.482], [2.777, 4.050, 1.642], [4.127, 4.525, 1.543], [5.101, 3.485, 1.250], [-1.996, 3.564, 1.259], [-2.289, 5.082, 1.998], [-2.150, 3.566, 3.013], [0.273, 3.394, 2.484], [-0.051, 5.061, 3.121], [-0.525, 4.134, -0.566], [0.638, 3.113, 0.271], [1.213, 4.402, -0.846], [-1.222, 6.194, 0.498], [0.314, 6.648, -0.190], [-0.648, 8.368, 1.354], [0.958, 7.967, 1.917], [-0.546, 7.370, 2.713], [1.923, 5.920, 2.373], [2.389, 5.825, 0.633], [2.641, 3.315, 0.847], [2.512, 3.687, 2.647], [6.126, 3.851, 1.269], [4.893, 3.127, 0.238], [5.039, 2.638, 1.940], [2.176, -5.097, -1.302], [1.275, -4.111, -0.555], [-0.215, -4.584, -0.457], [-1.047, -3.600, 0.316], [-0.790, -4.687, -1.922], [-2.282, -5.167, -2.074], [-0.299, -6.030, 0.112], [0.373, -6.288, 1.423], [-0.011, -5.464, 2.530], [-1.319, -5.697, 3.136], [1.761, -5.624, -2.157], [2.496, -5.848, -0.579], [3.065, -4.554, -1.618], [1.216, -3.240, -1.206], [1.630, -3.834, 0.438], [-0.504, -3.406, 1.237], [-2.019, -4.055, 0.480], [-1.049, -2.725, -0.326], [-0.190, -5.438, -2.420], [-0.615, -3.756, -2.463], [-3.008, -4.500, -1.612], [-2.460, -6.202, -1.774], [-2.503, -5.141, -3.144], [0.138, -6.697, -0.630], [-1.371, -6.210, 0.187], [1.443, -6.077, 1.384], [0.205, -7.347, 1.657], [-1.576, -6.748, 3.311], [-2.122, -5.306, 2.495], [-1.363, -5.164, 4.081], [4.712, 0.260, 0.029], [5.686, -0.457, 0.920], [5.121, -1.522, 1.926], [4.167, -2.451, 1.171], [6.303, -2.330, 2.398], [7.486, -1.613, 3.090], [4.455, -0.776, 3.141], [3.976, -1.623, 4.371], [3.276, -2.799, 3.972], [1.856, -2.568, 3.709], [4.137, -0.370, -0.647], [5.170, 1.024, -0.597], [3.985, 0.733, 0.689], [6.139, 0.345, 1.501], [6.432, -0.980, 0.328], [3.242, -1.874, 1.093], [3.950, -3.273, 1.855], [4.758, -2.604, 0.275], [6.697, -2.781, 1.490], [5.970, -3.095, 3.098], [7.165, -1.204, 4.051], [7.821, -0.688, 2.608], [8.402, -2.199, 3.156], [3.641, -0.203, 2.696], [5.208, -0.058, 3.477], [3.327, -1.061, 5.053], [4.857, -1.947, 4.931], [1.703, -1.779, 2.966], [1.392, -2.328, 4.668], [1.389, -3.473, 3.316], [-0.712, -0.029, 0.694], [0.812, 0.057, 0.780], [1.427, -0.784, 0.120], [1.325, 0.784, 1.646], [-1.257, -0.901, 1.072], [-1.098, -0.012, -0.336], [-1.072, 0.840, 1.245]], "lowdin_charge": [-0.046, -0.075, -0.197, 0.028, -0.141, -0.034, -0.040, -0.181, -0.243, -0.045, 0.053, 0.090, 0.072, 0.118, 0.117, 0.088, 0.084, 0.062, 0.092, 0.126, 0.075, 0.083, 0.084, 0.126, 0.128, 0.128, 0.138, 0.099, 0.087, 0.096, -0.056, -0.131, -0.193, 0.017, -0.120, -0.048, -0.066, -0.212, -0.209, -0.065, 0.055, 0.065, 0.111, 0.127, 0.125, 0.104, 0.100, 0.117, 0.128, 0.112, 0.069, 0.093, 0.098, 0.103, 0.140, 0.113, 0.127, 0.098, 0.083, 0.105, -0.053, -0.104, -0.250, -0.005, -0.127, -0.035, -0.082, -0.197, -0.170, -0.056, 0.061, 0.076, 0.077, 0.118, 0.128, 0.100, 0.083, 0.113, 0.111, 0.128, 0.094, 0.086, 0.081, 0.138, 0.148, 0.109, 0.139, 0.102, 0.073, 0.078, -0.043, -0.131, -0.220, 0.017, -0.124, -0.037, -0.078, -0.178, -0.214, -0.050, 0.081, 0.081, 0.090, 0.105, 0.117, 0.101, 0.099, 0.089, 0.104, 0.101, 0.064, 0.087, 0.091, 0.142, 0.127, 0.125, 0.151, 0.102, 0.070, 0.095, -0.083, -0.148, -0.228, 0.028, -0.168, -0.042, -0.037, -0.155, -0.214, -0.046, 0.071, 0.088, 0.056, 0.115, 0.135, 0.071, 0.100, 0.110, 0.127, 0.132, 0.077, 0.076, 0.100, 0.106, 0.125, 0.137, 0.126, 0.072, 0.100, 0.070, -0.032, -0.797, -0.068, -0.051, 0.059, 0.043, 0.051]}